Record 1
C29H39N8O4SSiW | ωB97M-V/def2-TZVPD

Structure (ORCA input):
```
! RIJCOSX wB97M-V def2-TZVPD def2/J DEFGRID3
* xyz -1 3
W 0.79 0.51 -0.63
C -0.87 -1.25 2.23
N -1.26 -0.77 0.90
C -1.64 -1.83 -0.02
C -0.45 -2.10 -0.88
N 0.79 -1.70 -0.40
C 1.71 -2.62 -0.86
C 3.08 -2.69 -0.68
C 3.80 -3.69 -1.34
C 3.15 -4.62 -2.15
C 1.76 -4.59 -2.30
C 1.06 -3.60 -1.64
N -0.30 -3.32 -1.57
C 0.00 -0.26 2.97
N 1.24 -0.01 2.71
C 1.56 1.09 3.50
C 2.75 1.79 3.64
C 2.78 2.86 4.52
C 1.65 3.25 5.25
C 0.46 2.55 5.14
C 0.45 1.48 4.26
N -0.54 0.57 3.91
H -1.75 -1.46 2.84
H -0.29 -2.16 2.10
H -1.93 -0.02 0.96
H -1.96 -2.73 0.53
H -2.49 -1.49 -0.63
H 3.57 -1.95 -0.06
H 4.87 -3.74 -1.24
H 3.73 -5.37 -2.67
H 1.25 -5.32 -2.91
H -0.93 -3.58 -2.31
H 3.63 1.52 3.06
H 3.70 3.43 4.62
H 1.70 4.10 5.91
H -0.43 2.85 5.69
H -1.51 0.62 4.17
O -0.80 4.00 -0.13
S 0.33 3.11 -0.06
O 1.50 3.69 0.57
O -0.05 1.81 0.70
O 0.67 2.51 -1.42
C 2.40 -1.06 -3.63
C 0.97 -0.65 -3.73
C 0.26 -0.83 -4.89
C -1.08 -0.46 -4.95
C -1.68 0.08 -3.84
C -0.92 0.26 -2.66
N 0.40 -0.11 -2.64
N -1.34 0.71 -1.48
Si -2.72 1.77 -1.36
C -3.26 2.06 0.42
C -4.33 0.91 -1.98
C -2.59 3.25 -2.51
H 2.51 -2.13 -3.84
H 2.75 -0.87 -2.63
H 3.02 -0.51 -4.34
H 0.75 -1.27 -5.75
H -1.67 -0.62 -5.85
H -2.72 0.36 -3.84
H -3.81 1.20 0.82
H -3.95 2.92 0.42
H -2.43 2.31 1.08
H -4.48 -0.09 -1.55
H -4.38 0.82 -3.07
H -5.17 1.54 -1.67
H -1.54 3.50 -2.66
H -3.08 4.13 -2.09
H -3.04 3.02 -3.48
C 4.75 0.49 -1.79
C 3.95 0.98 -0.58
C 3.99 2.52 -0.60
C 4.61 0.45 0.72
N 2.56 0.57 -0.60
H 5.77 0.88 -1.71
H 4.30 0.86 -2.71
H 4.79 -0.60 -1.82
H 5.00 2.87 -0.38
H 3.28 2.94 0.11
H 3.70 2.88 -1.59
H 5.13 1.26 1.25
H 5.35 -0.32 0.49
H 3.85 0.03 1.38
*
```

ΔE to the lowest compared entry with this formula, charge and spin, kcal/mol: 14.5
M, g mol⁻¹: 807.68
HOMO-LUMO gap (spin up / spin down), Eh: 0.1745 / 0.2812


Record 2
C29H40AlBN12O6S2 | ωB97M-V/def2-TZVPD

Structure (ORCA input):
```
! RIJCOSX wB97M-V def2-TZVPD def2/J DEFGRID3
* xyz 1 2
Al -0.18 -0.18 -0.36
C -0.67 3.51 -0.21
C -1.70 2.60 -0.80
C -2.84 3.02 -1.49
C -3.33 1.90 -2.11
N -2.55 0.86 -1.76
N -1.57 1.28 -0.93
B -2.31 -0.42 -2.57
N -2.30 -1.66 -1.63
C -2.86 -2.85 -1.90
C -2.01 -3.84 -1.48
C -0.88 -3.19 -0.98
C 0.42 -3.88 -0.74
N -1.10 -1.85 -0.99
N -0.82 -0.32 -3.13
C -0.37 -0.37 -4.39
C 0.95 0.02 -4.43
C 1.27 0.30 -3.10
C 2.55 0.86 -2.56
N 0.22 0.07 -2.32
N -3.35 -0.49 -3.65
C -3.45 0.14 -4.85
C -4.75 0.04 -5.27
C -5.42 -0.65 -4.24
C -6.86 -1.02 -4.15
N -4.58 -0.94 -3.26
H -1.08 4.14 0.57
H -0.31 4.17 -1.00
H 0.18 2.97 0.19
H -3.21 4.03 -1.58
H -4.16 1.76 -2.78
H -3.80 -2.88 -2.42
H -2.14 -4.90 -1.60
H 0.58 -4.55 -1.58
H 0.42 -4.49 0.16
H 1.25 -3.19 -0.72
H -1.01 -0.71 -5.19
H 1.58 0.10 -5.29
H 2.78 1.79 -3.08
H 3.38 0.18 -2.72
H 2.47 1.09 -1.50
H -2.63 0.65 -5.31
H -5.17 0.42 -6.19
H -7.36 -0.85 -5.11
H -7.37 -0.43 -3.39
H -6.98 -2.07 -3.89
O 4.30 5.10 3.00
C 3.81 4.40 4.11
N 2.48 3.85 3.86
C 2.31 2.95 2.87
O 3.24 2.59 2.14
C 0.95 2.41 2.66
C -0.22 3.05 2.97
C -1.41 2.40 2.72
C -1.40 1.09 2.04
N -0.25 0.71 1.35
C 0.91 1.03 2.10
H 4.41 4.46 2.29
H 3.72 5.10 4.93
H 4.49 3.59 4.39
H 1.77 3.93 4.56
H -0.23 4.04 3.40
H -2.37 2.80 3.02
H -2.32 0.86 1.51
H 1.83 0.86 1.55
C 4.02 -0.63 0.14
N 3.37 -1.57 1.05
C 4.23 -2.38 1.91
C 3.55 -2.57 3.24
C 2.21 -3.21 3.01
N 1.46 -2.52 1.95
C 0.02 -2.70 2.09
C 2.03 -1.70 1.06
O 1.36 -1.03 0.19
H 4.98 -0.36 0.57
H 3.44 0.28 0.06
H 4.17 -1.07 -0.85
H 5.17 -1.86 2.01
H 4.43 -3.35 1.43
H 3.42 -1.60 3.73
H 4.15 -3.20 3.90
H 1.59 -3.16 3.91
H 2.32 -4.27 2.73
H -0.28 -2.37 3.07
H -0.21 -3.77 2.00
H -0.54 -2.16 1.35
O 0.26 1.20 5.24
S 0.13 -0.01 4.49
O 1.10 0.04 3.23
O 0.41 -1.26 5.11
S -1.74 -0.16 3.64
*
```

ΔE to the lowest compared entry with this formula, charge and spin, kcal/mol: 33.5
M, g mol⁻¹: 754.64
HOMO-LUMO gap (spin up / spin down), Eh: 0.3116 / 0.2907


Record 3
C29H40AsAuBrN5OSSi | ωB97M-V/def2-TZVPD

Structure (ORCA input):
```
! RIJCOSX wB97M-V def2-TZVPD def2/J DEFGRID3
* xyz 2 1
Au -0.62 0.43 -0.56
S -1.01 -6.41 -4.16
N -2.24 -5.65 -3.45
C -1.77 -4.47 -3.06
C -2.54 -3.43 -2.41
C -3.92 -3.53 -2.18
C -4.58 -2.46 -1.63
C -3.85 -1.32 -1.32
N -2.54 -1.21 -1.51
C -1.89 -2.25 -2.05
C -0.44 -2.07 -2.31
N 0.20 -0.93 -1.90
C 1.44 -0.70 -2.32
C 2.17 -1.60 -3.08
C 1.58 -2.80 -3.40
C 0.26 -3.03 -3.03
C -0.42 -4.27 -3.38
N 0.14 -5.29 -4.01
H -4.43 -4.44 -2.45
H -5.65 -2.49 -1.45
H -4.36 -0.45 -0.92
H 1.84 0.26 -2.03
H 3.17 -1.36 -3.39
H 2.11 -3.56 -3.96
C 0.22 -2.59 0.79
Si 0.17 -0.87 1.50
C -1.18 -0.76 2.81
C -2.49 -1.31 2.20
C -0.80 -1.72 3.96
C -1.39 0.63 3.44
C 1.88 -0.19 1.89
C 1.85 1.29 2.29
C 2.40 -1.03 3.08
C 2.86 -0.34 0.73
H 0.60 -3.22 1.61
H 0.91 -2.70 -0.04
H -0.76 -2.96 0.50
H -2.42 -2.39 2.04
H -2.75 -0.87 1.24
H -3.32 -1.14 2.89
H -0.56 -2.73 3.61
H -1.67 -1.81 4.62
H 0.02 -1.36 4.56
H -1.37 1.46 2.74
H -0.61 0.83 4.18
H -2.34 0.66 3.97
H 1.22 1.48 3.16
H 1.50 1.91 1.46
H 2.86 1.62 2.56
H 1.88 -0.84 4.01
H 3.45 -0.76 3.24
H 2.38 -2.11 2.88
H 2.56 0.29 -0.10
H 2.96 -1.38 0.40
H 3.85 -0.01 1.05
C 2.47 4.86 -0.63
As 2.56 3.27 -1.71
C 2.42 3.82 -3.53
C 4.31 2.53 -1.47
O 1.36 2.19 -1.29
H 3.40 5.42 -0.73
H 2.33 4.58 0.41
H 1.65 5.48 -0.97
H 3.21 4.53 -3.77
H 1.45 4.28 -3.69
H 2.52 2.94 -4.17
H 5.05 3.31 -1.61
H 4.47 1.74 -2.20
H 4.40 2.12 -0.46
Br -5.23 2.66 2.16
C -3.50 2.90 1.51
C -2.81 4.09 1.70
C -1.53 4.19 1.18
C -0.97 3.13 0.51
N -1.64 1.97 0.34
C -2.89 1.86 0.83
H -3.26 4.91 2.24
H -0.96 5.11 1.30
H 0.03 3.14 0.08
H -3.41 0.94 0.66
*
```

ΔE to the lowest compared entry with this formula, charge and spin, kcal/mol: 0.0
M, g mol⁻¹: 886.62
HOMO-LUMO gap, Eh: 0.2697


Record 4
C29H40Br2ClNO5P | ωB97M-V/def2-TZVPD

Structure (ORCA input):
```
! RIJCOSX wB97M-V def2-TZVPD def2/J DEFGRID3
* xyz -1 1
C 4.33 1.77 1.61
C 5.01 0.26 1.77
C 4.49 -0.82 0.65
C 4.46 -2.36 1.20
C 2.90 -2.72 1.61
C 2.15 -3.71 0.49
C 1.19 -2.77 -0.47
C -0.28 -2.18 0.03
C -0.84 -2.56 1.53
C -0.53 -1.45 2.69
C -0.61 -2.28 4.15
C -2.15 -2.74 4.53
N -2.85 -1.64 5.34
C -1.08 -1.22 -1.04
C -0.53 -0.87 -2.58
C 0.92 -1.46 -3.08
C 1.42 -1.06 -4.59
O 1.41 -1.85 -5.66
O 1.90 0.35 -4.77
C 1.76 -2.39 -2.00
P 3.50 -3.00 -2.62
O 3.33 -3.99 -4.05
Cl 4.59 -1.24 -3.23
C -1.49 0.09 -3.56
O -1.64 -0.11 -4.87
C -2.30 1.30 -2.74
C -2.50 2.73 -3.52
Br -1.77 4.33 -2.57
C -4.06 3.06 -3.96
C -5.11 1.82 -3.70
Br -4.72 4.83 -3.18
C -2.77 0.99 -1.35
C -3.54 2.11 -0.43
C -2.48 2.84 0.59
C -0.91 2.38 0.40
C 0.13 3.32 1.32
C 0.18 4.84 0.72
C -2.54 -0.52 -0.65
O -3.46 -1.11 0.12
H 4.23 2.26 2.69
H 3.26 1.75 1.14
H 5.01 2.49 0.97
H 4.78 -0.13 2.87
H 6.18 0.44 1.60
H 5.24 -0.77 -0.26
H 3.45 -0.42 0.24
H 4.79 -3.11 0.36
H 5.13 -2.46 2.18
H 2.31 -1.70 1.59
H 2.79 -3.28 2.64
H 1.43 -4.50 1.00
H 3.00 -4.28 -0.08
H -2.02 -2.75 1.56
H -0.38 -3.60 1.90
H 0.55 -0.99 2.66
H -1.33 -0.60 2.77
H 0.01 -3.30 4.04
H -0.12 -1.69 5.03
H -2.13 -3.70 5.23
H -2.79 -3.03 3.58
H -3.61 -1.31 4.70
H -3.27 -2.03 6.22
H 3.65 -3.40 -4.80
H -1.89 2.65 -4.54
H -4.07 3.25 -5.14
H -6.05 2.04 -4.40
H -5.43 1.82 -2.57
H -4.69 0.77 -4.07
H -4.17 2.88 -1.05
H -4.32 1.52 0.25
H -2.65 4.01 0.49
H -2.77 2.57 1.71
H -0.77 1.27 0.83
H -0.50 2.46 -0.69
H 1.21 2.84 1.13
H -0.08 3.24 2.47
H 0.74 4.90 -0.33
H -0.90 5.31 0.51
H 0.71 5.59 1.45
*
```

M, g mol⁻¹: 708.88
HOMO-LUMO gap, Eh: 0.2001


Record 5
C29H40ClN10ORuS2 | ωB97M-V/def2-TZVPD

Structure (ORCA input):
```
! RIJCOSX wB97M-V def2-TZVPD def2/J DEFGRID3
* xyz 2 6
Ru 0.16 0.43 0.46
C 0.20 -3.48 4.01
S -0.76 -3.75 2.50
C -0.89 -2.17 1.82
S 0.05 -0.81 2.50
N -1.71 -2.02 0.84
N -1.68 -0.78 0.25
C -2.77 -0.15 0.12
C -2.73 1.18 -0.52
C -3.89 1.84 -0.86
C -3.79 3.08 -1.49
C -2.54 3.58 -1.77
C -1.42 2.85 -1.39
N -1.50 1.68 -0.76
H 0.25 -4.46 4.47
H -0.33 -2.80 4.68
H 1.20 -3.13 3.79
H -3.71 -0.58 0.46
H -4.85 1.39 -0.64
H -4.68 3.63 -1.76
H -2.41 4.53 -2.28
H -0.43 3.23 -1.60
C 7.88 -0.82 -3.55
C 7.56 -1.52 -2.22
C 8.44 -2.77 -2.12
C 7.93 -0.57 -1.06
C 6.04 -1.91 -2.13
O 5.73 -2.49 -0.88
C 5.62 -2.84 -3.28
C 4.19 -3.38 -3.31
C 3.76 -4.25 -2.15
C 2.60 -3.98 -1.45
C 2.20 -4.77 -0.38
C 2.98 -5.84 0.00
Cl 2.50 -6.82 1.36
C 4.13 -6.15 -0.70
C 4.51 -5.36 -1.77
C 5.19 -0.60 -2.19
N 4.07 -0.54 -1.25
C 2.77 -0.67 -1.48
N 2.09 -0.53 -0.35
C 3.09 -0.32 0.59
N 4.29 -0.31 0.07
H 8.91 -0.46 -3.53
H 7.24 0.06 -3.73
H 7.79 -1.49 -4.41
H 9.49 -2.46 -2.07
H 8.35 -3.42 -2.99
H 8.26 -3.37 -1.23
H 9.01 -0.61 -0.88
H 7.43 -0.85 -0.13
H 7.70 0.47 -1.28
H 6.42 -3.12 -0.64
H 6.31 -3.69 -3.30
H 5.78 -2.29 -4.22
H 4.11 -3.98 -4.23
H 3.47 -2.57 -3.44
H 1.98 -3.15 -1.75
H 1.29 -4.55 0.16
H 4.72 -7.01 -0.40
H 5.41 -5.62 -2.32
H 4.78 -0.47 -3.19
H 5.80 0.26 -1.95
H 2.35 -0.87 -2.46
H 2.92 -0.19 1.64
C 4.90 5.23 0.69
C 4.83 4.67 -0.73
C 5.35 3.23 -0.79
C 3.43 4.81 -1.33
N 2.43 3.97 -0.63
C 2.17 2.68 -0.78
N 1.31 2.34 0.15
N 1.02 3.47 0.86
N 1.71 4.44 0.40
H 5.93 5.18 1.07
H 4.27 4.66 1.38
H 4.58 6.28 0.73
H 5.46 5.29 -1.37
H 4.81 2.58 -0.10
H 6.40 3.20 -0.50
H 5.28 2.82 -1.81
H 3.42 4.50 -2.37
H 3.07 5.83 -1.25
H 2.63 2.04 -1.52
*
```

ΔE to the lowest compared entry with this formula, charge and spin, kcal/mol: 11.7
M, g mol⁻¹: 745.37
HOMO-LUMO gap (spin up / spin down), Eh: 0.2320 / 0.1589


Record 6
C29H40IrN5O3S2 | ωB97M-V/def2-TZVPD

Structure (ORCA input):
```
! RIJCOSX wB97M-V def2-TZVPD def2/J DEFGRID3
* xyz 3 2
Ir -0.95 -0.59 0.36
C 6.72 1.30 -10.04
O 5.81 0.24 -9.59
C 4.89 0.45 -8.72
C 4.65 1.72 -8.09
C 3.63 1.82 -7.22
C 2.79 0.67 -6.91
C 3.06 -0.60 -7.56
C 4.07 -0.70 -8.43
N 1.83 0.90 -6.07
N 0.94 -0.08 -5.88
C 0.44 -0.34 -4.72
C -0.67 -1.29 -4.79
C -1.36 -1.71 -3.71
C -1.01 -1.20 -2.42
O -1.60 -1.56 -1.38
C 0.08 -0.22 -2.30
N 0.30 0.21 -1.04
C 1.32 1.04 -0.82
C 2.13 1.49 -1.85
C 1.90 1.06 -3.15
C 0.84 0.19 -3.39
H 7.36 0.81 -10.76
H 7.31 1.65 -9.19
H 6.15 2.09 -10.51
H 5.27 2.57 -8.33
H 3.40 2.76 -6.73
H 2.41 -1.44 -7.35
H 4.30 -1.62 -8.95
H -0.92 -1.64 -5.78
H -2.18 -2.41 -3.79
H 1.48 1.35 0.21
H 2.95 2.16 -1.63
H 2.54 1.40 -3.95
O -2.22 -1.65 1.61
S -3.75 -1.59 1.88
C -4.59 -2.04 0.34
C -5.52 -0.88 -0.01
C -4.76 0.39 0.36
C -4.24 0.15 1.77
H -5.09 -3.00 0.49
H -3.79 -2.16 -0.39
H -6.45 -0.95 0.57
H -5.80 -0.92 -1.06
H -5.40 1.27 0.32
H -3.93 0.55 -0.33
H -5.02 0.29 2.52
H -3.37 0.74 2.06
C -3.11 1.80 4.91
C -2.31 3.10 4.83
C -0.92 3.07 5.47
C 0.15 2.32 4.68
N -0.08 0.87 4.69
C -0.34 0.07 3.68
S -0.23 0.74 2.05
N -0.66 -1.19 3.87
C -0.75 -1.84 5.19
C 0.60 -2.20 5.80
C 0.45 -2.79 7.19
C 1.79 -3.19 7.80
H -4.14 1.97 4.61
H -3.13 1.42 5.94
H -2.70 1.01 4.27
H -2.89 3.88 5.33
H -2.22 3.42 3.78
H -0.98 2.67 6.48
H -0.56 4.10 5.57
H 1.13 2.50 5.12
H 0.18 2.66 3.65
H -0.13 0.45 5.61
H -0.92 -1.72 3.06
H -1.35 -2.74 5.05
H -1.33 -1.19 5.86
H 1.25 -1.32 5.84
H 1.10 -2.91 5.14
H -0.21 -3.67 7.14
H -0.05 -2.07 7.84
H 2.29 -3.94 7.19
H 1.66 -3.61 8.79
H 2.45 -2.33 7.89
*
```

ΔE to the lowest compared entry with this formula, charge and spin, kcal/mol: 1.5
M, g mol⁻¹: 763.02
HOMO-LUMO gap (spin up / spin down), Eh: 0.2092 / 0.2099